No. 1
C22H22FN3O3 | ωB97M-V with the def2-TZVPD basis set

The geometry in XYZ format:
```
51
Properties=species:S:1:pos:R:3:mulliken_charge:R:1
C 3.801 2.241 1.346 -1.17
C 4.257 0.798 1.554 -0.59
N 3.610 -0.104 0.612 0.57
C 4.204 -0.091 -0.716 -0.62
C 5.540 -0.827 -0.872 -1.29
C 3.366 -1.429 1.149 -1.28
C 2.379 -2.228 0.289 -1.12
N 1.260 -1.427 -0.135 0.60
C 0.802 -1.422 -1.412 -0.15
O 1.221 -2.088 -2.332 -0.72
C -0.306 -0.420 -1.405 0.80
O -1.049 -0.123 -2.468 -0.57
C -2.015 0.815 -2.284 0.35
C -2.808 1.128 -3.391 -0.74
C -3.808 2.067 -3.282 -0.45
C -4.015 2.697 -2.058 0.21
F -4.995 3.613 -1.964 -0.33
C -3.249 2.408 -0.954 -0.79
C -2.231 1.456 -1.054 0.32
C -1.405 1.148 0.137 0.04
O -1.545 1.688 1.218 -0.67
C -0.420 0.132 -0.173 0.34
C 0.594 -0.490 0.741 0.89
C -0.071 -1.151 1.925 0.34
C -0.705 -2.380 1.788 -0.34
C -1.314 -2.935 2.903 -0.55
N -1.334 -2.350 4.088 -0.63
C -0.743 -1.175 4.210 -0.47
C -0.094 -0.533 3.167 0.00
H 2.717 2.307 1.399 0.21
H 4.227 2.875 2.119 0.43
H 4.118 2.622 0.380 0.29
H 3.978 0.492 2.566 0.42
H 5.354 0.749 1.490 0.33
H 3.481 -0.519 -1.415 0.25
H 4.341 0.955 -0.993 0.43
H 5.932 -0.646 -1.869 0.44
H 5.417 -1.899 -0.746 0.29
H 6.270 -0.472 -0.148 0.27
H 4.283 -2.031 1.265 0.47
H 2.931 -1.306 2.146 0.67
H 2.029 -3.087 0.875 0.32
H 2.850 -2.605 -0.622 0.59
H -2.617 0.618 -4.321 0.46
H -4.430 2.322 -4.124 0.45
H -3.412 2.898 -0.007 0.55
H 1.314 0.262 1.090 -0.51
H -0.723 -2.890 0.837 0.43
H -1.815 -3.892 2.844 0.40
H -0.790 -0.729 5.195 0.39
H 0.368 0.431 3.313 0.45
```

Computed properties:
Energy: -1341.41125 Ha
SMILES: CCN(CC)CCN1C(=O)c2oc3ccc(F)cc3c(=O)c2[C@H]1c1ccncc1
Total charge: 0
ΔE to the lowest compared entry with this formula, charge and spin: 1.213 eV
Kohn-Sham gap: 8.242 eV

=====

No. 2
C22H22MoN2O6S4 | ωB97M-V with the def2-TZVPD basis set

The geometry in XYZ format:
```
57
Properties=species:S:1:pos:R:3:mulliken_charge:R:1
Mo 0.466 -0.691 -0.406 -0.46
C -1.403 -0.748 -2.686 -1.25
N -0.429 0.290 -2.271 1.58
C -1.096 1.591 -1.992 -1.38
C -0.976 1.995 -0.523 -0.73
N 0.298 1.518 0.068 1.09
C 1.422 2.357 -0.429 -1.10
C 0.249 1.731 1.519 0.26
C -0.342 2.836 2.121 -0.59
C -0.350 2.962 3.504 -0.99
C 0.276 2.016 4.299 -0.81
C 0.939 0.954 3.709 -0.61
C 0.907 0.808 2.328 0.84
S 1.660 -0.606 1.567 -0.01
C 0.482 0.453 -3.410 -0.97
C 0.053 0.971 -4.628 -0.22
C 0.929 1.047 -5.703 -0.98
C 2.239 0.607 -5.578 -0.68
C 2.687 0.120 -4.364 -0.74
C 1.811 0.055 -3.286 1.32
S 2.330 -0.554 -1.715 -0.10
H -2.188 -0.878 -1.937 0.38
H -0.887 -1.705 -2.826 0.36
H -1.879 -0.482 -3.636 0.54
H -2.156 1.543 -2.260 0.33
H -0.621 2.358 -2.609 0.61
H -1.797 1.570 0.063 0.55
H -1.037 3.087 -0.472 0.75
H 1.254 3.407 -0.170 0.35
H 1.534 2.273 -1.510 0.38
H 2.355 2.040 0.043 0.35
H -0.793 3.622 1.538 0.44
H -0.836 3.816 3.952 0.47
H 0.272 2.117 5.372 0.49
H 1.490 0.237 4.294 0.55
H -0.966 1.308 -4.754 0.51
H 0.580 1.449 -6.641 0.46
H 2.911 0.644 -6.422 0.44
H 3.703 -0.216 -4.235 0.51
O 0.239 -4.835 0.242 -0.61
S 0.740 -3.636 0.771 1.45
O 2.108 -3.480 1.140 -0.60
O 0.588 -2.415 -0.274 -0.41
C -0.208 -2.997 2.159 0.28
C 0.388 -3.212 3.393 -0.75
C -0.204 -2.718 4.547 -0.68
C -1.412 -2.038 4.468 -0.70
C -2.016 -1.831 3.236 -0.74
C -1.406 -2.309 2.087 0.33
S -2.150 -1.921 0.530 1.65
O -1.802 -2.842 -0.497 -0.54
O -3.477 -1.449 0.664 -0.68
O -1.237 -0.620 0.203 -0.03
H 1.326 -3.743 3.418 0.55
H 0.279 -2.868 5.500 0.49
H -1.885 -1.667 5.363 0.49
H -2.962 -1.321 3.138 0.58
```

Computed properties:
Energy: -3072.83117 Ha
Total charge: +2
Kohn-Sham gap (alpha / beta): 5.793 / 5.796 eV

=====

No. 3
C22H22N2O3 | ωB97M-V with the def2-TZVPD basis set

The geometry in XYZ format:
```
49
Properties=species:S:1:pos:R:3:mulliken_charge:R:1
C -0.141 -3.836 -3.002 -0.75
O -0.120 -2.430 -3.008 -0.41
C 0.809 -1.791 -2.244 0.19
C 1.681 -2.418 -1.363 -0.20
C 2.591 -1.658 -0.646 -0.81
C 2.655 -0.289 -0.807 -0.31
C 1.784 0.347 -1.687 0.74
C 1.835 1.848 -1.829 -1.41
N 1.398 2.477 -0.596 -0.01
C 0.279 3.213 -0.517 0.70
O -0.368 3.601 -1.467 -0.68
C -0.131 3.554 0.932 -0.88
N -1.288 2.776 1.286 0.13
C -2.540 3.260 1.363 -0.22
C -3.416 2.226 1.618 -1.13
C -2.659 1.058 1.664 -0.54
C -1.329 1.408 1.441 -0.34
C -0.166 0.548 1.469 0.94
O 0.975 0.964 1.659 -0.86
C -0.449 -0.894 1.239 1.43
C -1.340 -1.242 0.226 -0.61
C -1.627 -2.568 -0.037 -0.95
C -1.013 -3.560 0.708 -0.86
C -0.105 -3.221 1.695 -0.92
C 0.198 -1.895 1.973 1.06
C 1.180 -1.559 3.051 -1.62
C 0.860 -0.403 -2.388 -0.41
H 0.815 -4.251 -3.338 0.37
H -0.923 -4.122 -3.703 0.25
H -0.380 -4.232 -2.010 0.21
H 1.660 -3.486 -1.222 0.42
H 3.263 -2.152 0.040 0.42
H 3.380 0.288 -0.254 0.40
H 2.861 2.170 -2.043 0.32
H 1.176 2.196 -2.626 0.49
H 1.750 2.054 0.256 0.28
H 0.686 3.347 1.627 0.29
H -0.402 4.611 0.976 0.48
H -2.739 4.306 1.232 0.41
H -4.475 2.313 1.754 0.47
H -3.019 0.069 1.867 0.57
H -1.797 -0.467 -0.369 0.63
H -2.327 -2.820 -0.819 0.44
H -1.239 -4.601 0.521 0.45
H 0.379 -4.001 2.265 0.37
H 0.760 -0.833 3.745 0.31
H 1.468 -2.451 3.603 0.47
H 2.069 -1.110 2.612 0.28
H 0.167 0.066 -3.068 0.41
```

Computed properties:
Energy: -1186.79467 Ha
SMILES: COc1cccc(CNC(=O)Cn2cccc2C(=O)c2ccccc2C)c1
Total charge: 0
ΔE to the lowest compared entry with this formula, charge and spin: 1.732 eV
Kohn-Sham gap: 8.587 eV

=====

Question: total charge of number 2 (C22H22MoN2O6S4)?
Answer: +2

=====

Repeat the third record exactly.
C22H22N2O3 | ωB97M-V with the def2-TZVPD basis set

The geometry in XYZ format:
```
49
Properties=species:S:1:pos:R:3:mulliken_charge:R:1
C -0.141 -3.836 -3.002 -0.75
O -0.120 -2.430 -3.008 -0.41
C 0.809 -1.791 -2.244 0.19
C 1.681 -2.418 -1.363 -0.20
C 2.591 -1.658 -0.646 -0.81
C 2.655 -0.289 -0.807 -0.31
C 1.784 0.347 -1.687 0.74
C 1.835 1.848 -1.829 -1.41
N 1.398 2.477 -0.596 -0.01
C 0.279 3.213 -0.517 0.70
O -0.368 3.601 -1.467 -0.68
C -0.131 3.554 0.932 -0.88
N -1.288 2.776 1.286 0.13
C -2.540 3.260 1.363 -0.22
C -3.416 2.226 1.618 -1.13
C -2.659 1.058 1.664 -0.54
C -1.329 1.408 1.441 -0.34
C -0.166 0.548 1.469 0.94
O 0.975 0.964 1.659 -0.86
C -0.449 -0.894 1.239 1.43
C -1.340 -1.242 0.226 -0.61
C -1.627 -2.568 -0.037 -0.95
C -1.013 -3.560 0.708 -0.86
C -0.105 -3.221 1.695 -0.92
C 0.198 -1.895 1.973 1.06
C 1.180 -1.559 3.051 -1.62
C 0.860 -0.403 -2.388 -0.41
H 0.815 -4.251 -3.338 0.37
H -0.923 -4.122 -3.703 0.25
H -0.380 -4.232 -2.010 0.21
H 1.660 -3.486 -1.222 0.42
H 3.263 -2.152 0.040 0.42
H 3.380 0.288 -0.254 0.40
H 2.861 2.170 -2.043 0.32
H 1.176 2.196 -2.626 0.49
H 1.750 2.054 0.256 0.28
H 0.686 3.347 1.627 0.29
H -0.402 4.611 0.976 0.48
H -2.739 4.306 1.232 0.41
H -4.475 2.313 1.754 0.47
H -3.019 0.069 1.867 0.57
H -1.797 -0.467 -0.369 0.63
H -2.327 -2.820 -0.819 0.44
H -1.239 -4.601 0.521 0.45
H 0.379 -4.001 2.265 0.37
H 0.760 -0.833 3.745 0.31
H 1.468 -2.451 3.603 0.47
H 2.069 -1.110 2.612 0.28
H 0.167 0.066 -3.068 0.41
```

Computed properties:
Energy: -1186.79467 Ha
SMILES: COc1cccc(CNC(=O)Cn2cccc2C(=O)c2ccccc2C)c1
Total charge: 0
ΔE to the lowest compared entry with this formula, charge and spin: 1.732 eV
Kohn-Sham gap: 8.587 eV